14
Properties=species:S:1:pos:R:3:forces:R:3 method="wB97M-V/def2-TZVPD" e_above_lowest_ev=2.539 homo_ev=-8.6 smiles="C=CS[C@@H](C)O" lumo_ha=0.034 largest_force_ev_per_a=5.0
C 0.62413 -2.50907 -1.53771 -0.997 -2.346 1.058
C 0.30333 -1.87980 -0.42027 2.878 3.748 -1.640
C -0.00396 2.27829 1.04209 -1.391 0.212 -0.561
C -0.27506 0.72758 0.70523 1.319 0.395 2.051
O -1.28624 0.48846 -0.19677 -2.558 -1.587 3.903
S 1.16437 -0.11339 -0.06604 -0.299 -2.205 0.206
H -0.03905 -3.41759 -1.58875 0.988 0.631 -0.594
H 1.49553 -2.49448 -2.17970 -0.263 0.723 -0.061
H -0.50256 -2.22196 0.13139 -1.400 0.018 1.412
H -0.34116 2.92246 0.13376 0.787 -1.099 1.468
H 1.07228 2.44515 1.25210 -0.715 -0.001 -0.068
H -0.65827 2.64885 1.94482 1.311 -0.942 -1.692
H -0.39540 0.21756 1.76895 -0.565 0.712 -2.515
H -1.15794 0.90795 -0.98911 0.906 1.741 -2.967

---

65
Properties=species:S:1:pos:R:3:forces:R:3 method="wB97M-V/def2-TZVPD" e_above_lowest_ev=12.235 homo_ev="-5.7 / -6.2" lumo_ha="0.018 / 0.011" multiplicity=4 largest_force_ev_per_a=5.2
P 0.33266 1.87862 0.50872 1.896 0.497 -1.921
P 0.74310 -0.79631 -3.05009 1.304 -1.430 -4.804
C 1.72333 1.55662 -1.09733 0.190 0.746 2.493
C 1.54924 0.90915 -2.42948 -0.783 -0.478 -2.912
H 2.51148 1.00612 -0.58303 0.267 0.293 0.146
H 2.09867 2.57732 -1.31150 -0.142 -0.421 0.323
H 1.08393 1.61204 -3.12842 0.204 0.166 0.004
H 2.52585 0.67468 -2.85884 0.322 0.284 0.238
C 2.30239 -1.51769 -3.84430 1.101 0.567 0.355
H 2.03531 -2.54501 -4.15309 0.512 0.918 0.120
H 3.11757 -1.62338 -3.11342 0.163 0.499 -0.262
H 2.60436 -0.86838 -4.68777 0.064 -0.688 0.161
C 0.06394 -1.78900 -4.79215 -0.461 -0.922 -1.523
H 0.19517 -1.01849 -5.57306 -0.006 -0.113 0.077
H -0.98020 -2.12314 -4.85487 -0.013 0.481 0.451
H 0.57413 -2.70666 -5.14333 0.196 0.570 0.161
C 1.34517 2.55282 1.91430 0.880 1.287 -0.470
H 0.75591 2.68560 2.85494 0.323 0.376 -0.028
H 1.64089 3.55547 1.63842 -0.063 0.494 0.190
H 2.25174 2.04607 2.19790 0.372 -0.218 -0.206
C -0.21752 3.41768 -0.37137 -0.209 0.530 0.305
H -0.73118 3.20257 -1.31095 -0.020 -0.309 0.206
H 0.60313 4.08737 -0.64383 0.268 -0.370 0.157
H -0.87755 4.00512 0.25957 -0.032 -0.004 -0.196
V -0.35119 1.15910 2.49371 -1.232 0.715 -0.801
C 0.05135 -2.66190 -2.25845 -0.907 -2.262 0.842
C 0.94793 -1.74807 -1.62121 0.440 0.394 0.145
C 0.44807 -0.75174 -0.64870 -1.521 -0.219 2.636
C -0.76255 0.25700 -1.12924 -2.396 0.104 1.537
C -1.03695 0.82312 -2.61429 -2.459 -0.518 3.464
C -1.32589 -0.42016 -3.26056 -0.474 1.356 0.400
C -2.19983 -1.52480 -2.57986 0.127 0.240 -0.601
C -1.38292 -2.63901 -1.92434 -0.290 -1.277 0.074
C -1.87007 2.73894 1.93576 -0.525 -1.611 0.283
H 0.52113 -3.54146 -2.66413 -0.235 -0.212 -0.261
H 1.96990 -2.11897 -1.52137 -0.241 0.322 0.426
H 1.33975 -0.38754 -0.12287 -0.735 0.492 -0.365
H -0.02301 -1.36193 0.11920 -0.362 0.394 0.373
H -1.58011 -0.46829 -0.98035 0.454 0.132 -0.434
H -1.36112 0.85494 -0.27184 2.198 -0.523 -1.698
H -1.67954 1.74290 -2.72314 0.967 -0.661 0.064
H -1.69870 -0.34158 -4.28030 0.715 0.186 -0.141
H -2.84902 -2.01592 -3.31120 0.207 0.378 -0.332
H -2.88939 -1.09194 -1.84548 0.065 0.075 -0.279
H -1.50558 -2.60999 -0.83067 -0.064 -0.049 -0.148
H -1.79619 -3.58771 -2.28070 -0.081 0.002 0.322
H -2.76102 2.46107 2.52759 0.330 0.658 0.470
H -2.32414 2.78928 0.94368 0.264 -0.319 -0.313
H -1.49810 3.74730 2.08033 -0.183 0.265 0.725
C 0.03015 -2.34150 5.12854 0.277 -0.080 0.419
Si -0.23856 -0.69703 4.29920 -0.426 -0.641 -1.371
C -1.21642 0.62435 5.17120 -0.745 0.157 0.094
C 1.48146 0.19565 4.18283 0.563 0.062 0.322
C -0.92958 -0.88480 2.57298 -0.148 0.655 0.785
H 0.64275 -2.29011 6.04134 -0.215 -0.091 -0.151
H 0.54186 -3.00734 4.40893 -0.262 0.277 0.278
H -0.95196 -2.77182 5.36277 0.250 -0.038 -0.002
H -1.26070 0.33243 6.21864 0.053 0.272 0.290
H -0.71020 1.60148 5.10708 -0.252 -0.118 0.111
H -2.25923 0.72420 4.83456 0.309 0.003 0.059
H 2.15736 -0.60642 4.49077 0.182 -0.181 -0.451
H 1.84774 0.56012 3.20616 -0.066 -0.481 0.445
H 1.73185 0.97395 4.94089 -0.671 -0.247 -0.500
H -2.03030 -0.80315 2.35565 0.843 -0.225 0.500
H -0.47057 -1.69185 2.01988 -0.090 -0.142 -0.282